Entry 1:
Computed, not measured: an isolated molecule of C29H34FN3O3, with ωB97M-V/def2-TZVPD.

Structure (XYZ):
```
70
Properties=species:S:1:pos:R:3
C 4.24 2.40 0.22
C 3.45 1.44 -0.65
O 2.82 0.48 0.19
C 2.09 -0.46 -0.42
O 2.01 -0.54 -1.63
C 1.37 -1.34 0.49
C 0.50 -2.37 0.02
C -0.09 -2.94 1.12
C -1.05 -4.04 1.13
C -2.14 -4.00 0.27
C -3.06 -5.04 0.24
C -2.87 -6.11 1.09
F -3.77 -7.12 1.08
C -1.79 -6.19 1.94
C -0.88 -5.15 1.96
N 0.39 -2.30 2.24
C -0.23 -2.39 3.54
C -1.63 -1.77 3.54
C -1.59 -0.31 3.06
O -1.50 0.62 3.83
N -1.66 -0.19 1.72
C -1.60 1.08 1.01
C -1.72 0.80 -0.49
C -1.58 2.09 -1.28
N -0.28 2.68 -1.01
C 0.02 3.78 -1.91
C 0.20 3.31 -3.33
C -0.15 4.13 -4.39
C 0.04 3.73 -5.70
C 0.58 2.48 -5.97
C 0.93 1.64 -4.92
C 0.74 2.06 -3.61
C -0.21 3.07 0.39
C -0.30 1.83 1.27
C 1.26 -1.32 1.88
C 1.94 -0.46 2.88
H 5.01 1.86 0.77
H 4.72 3.15 -0.40
H 3.58 2.89 0.93
H 2.67 1.97 -1.21
H 4.09 0.92 -1.37
H 0.38 -2.65 -1.00
H -2.27 -3.16 -0.39
H -3.91 -5.01 -0.42
H -1.66 -7.06 2.57
H 0.00 -5.23 2.59
H 0.40 -1.87 4.27
H -0.31 -3.44 3.84
H -2.02 -1.77 4.56
H -2.30 -2.35 2.90
H -1.65 -1.02 1.15
H -2.44 1.70 1.35
H -2.69 0.34 -0.71
H -0.92 0.12 -0.79
H -1.64 1.87 -2.35
H -2.40 2.78 -1.03
H 0.96 4.23 -1.58
H -0.75 4.56 -1.88
H -0.57 5.11 -4.19
H -0.23 4.38 -6.51
H 0.73 2.16 -6.99
H 1.35 0.67 -5.11
H 1.01 1.39 -2.80
H 0.75 3.57 0.56
H -1.01 3.78 0.65
H -0.25 2.12 2.32
H 0.54 1.18 1.04
H 1.22 0.15 3.42
H 2.49 -1.08 3.60
H 2.65 0.19 2.38
```

Its structure (SMILES) is CCOC(=O)c1cc(-c2ccc(F)cc2)n(CCC(=O)NC2CCN(Cc3ccccc3)CC2)c1C. As for the total charge: 0. As for the LUMO energy: 0.6 eV. As for the total energy: -1615.4007 a.u. Its gap between HOMO and LUMO is 8.885 eV.

Löwdin atomic charge list, values in e, 8 entries: number 1, C, carries -0.058; number 2, C, carries -0.216; number 3, O, carries -0.031; number 4, C, carries -0.455; number 5, O, carries 0.102; number 6, C, carries -0.092; number 7, C, carries 0.042; number 8, C, carries -0.207

***

Entry 2:
Computed, not measured: a structure of composition C38H106BeNO16 in a non-equilibrium geometry, with ωB97M-V/def2-TZVPD.

Structure (XYZ):
```
162
Properties=species:S:1:pos:R:3
Be 2.91 -0.04 7.01
C -1.49 2.27 -0.88
C -1.57 0.78 -0.38
C -2.22 -0.20 -1.43
C -1.42 -0.42 -2.75
C -0.07 -1.07 -2.45
C 0.64 -0.23 -1.33
N -0.21 0.10 -0.11
O 0.50 0.81 0.83
C 1.29 1.00 -2.07
C 1.76 -1.19 -0.75
C -2.51 0.67 0.89
H -1.21 2.33 -1.94
H -0.81 2.86 -0.27
H -2.47 2.74 -0.92
H -3.13 0.31 -1.74
H -2.48 -1.14 -0.94
H -1.47 0.55 -3.24
H -2.02 -1.07 -3.39
H 0.55 -1.02 -3.34
H -0.12 -2.12 -2.16
H 1.65 1.81 -1.44
H 0.60 1.38 -2.82
H 2.16 0.59 -2.59
H 2.34 -1.60 -1.58
H 1.37 -1.93 -0.05
H 2.42 -0.69 -0.04
H -2.36 1.30 1.77
H -2.44 -0.34 1.28
H -3.55 0.66 0.55
C 3.21 1.02 -10.04
C 4.52 1.19 -9.21
O 5.44 1.42 -10.23
H 3.19 0.10 -10.62
H 3.14 1.83 -10.77
H 2.38 1.03 -9.34
H 4.68 0.28 -8.63
H 4.48 1.94 -8.42
H 5.62 0.57 -10.65
C 1.19 9.66 -2.62
C 2.21 9.03 -3.62
O 3.50 9.51 -3.16
H 0.14 9.37 -2.59
H 1.26 10.73 -2.78
H 1.59 9.50 -1.62
H 1.91 9.55 -4.53
H 2.09 7.95 -3.61
H 3.94 8.88 -2.59
C -3.48 -8.23 -2.98
C -4.30 -8.60 -1.79
O -4.47 -7.49 -1.04
H -3.60 -9.01 -3.73
H -2.43 -7.91 -2.97
H -3.94 -7.36 -3.45
H -3.92 -9.44 -1.20
H -5.28 -8.90 -2.17
H -3.61 -7.29 -0.67
C 1.37 -8.85 2.88
C 0.17 -9.33 3.69
O -0.51 -8.21 4.23
H 1.79 -9.80 2.54
H 2.09 -8.33 3.51
H 1.11 -8.15 2.08
H 0.42 -9.96 4.55
H -0.48 -10.02 3.16
H -1.43 -8.40 4.39
C -4.48 1.83 -9.43
C -4.01 3.19 -8.83
O -4.88 3.61 -7.81
H -4.27 1.05 -8.69
H -3.89 1.58 -10.31
H -5.51 1.82 -9.78
H -4.10 3.97 -9.59
H -2.94 3.34 -8.67
H -4.28 3.76 -7.08
C 9.14 6.34 -1.36
C 8.22 5.45 -0.56
O 6.91 6.00 -0.54
H 10.11 5.91 -1.61
H 9.27 7.35 -0.96
H 8.60 6.43 -2.31
H 8.52 5.45 0.48
H 8.00 4.49 -1.03
H 6.50 5.46 0.13
C 0.74 9.56 4.88
C 0.63 8.20 4.19
O 1.87 7.42 3.99
H -0.23 10.02 5.09
H 1.35 10.33 4.41
H 1.25 9.46 5.83
H 0.13 8.24 3.22
H 0.00 7.61 4.86
H 1.68 6.51 3.76
O 0.82 -3.33 4.46
H 0.76 -2.88 3.61
H 0.27 -4.10 4.35
O -0.77 2.92 7.33
H -1.18 3.07 6.48
H -1.45 3.13 7.97
O 6.89 -2.26 5.13
H 7.40 -2.32 4.33
H 7.09 -3.07 5.61
C -7.87 -8.30 7.52
C -7.66 -7.20 6.47
C -7.08 -5.85 7.09
O -6.88 -7.61 5.34
H -8.74 -8.08 8.14
H -7.05 -8.40 8.23
H -7.99 -9.20 6.92
H -8.64 -6.94 6.05
H -6.45 -6.00 7.97
H -7.88 -5.17 7.39
H -6.35 -5.43 6.40
H -7.03 -7.05 4.57
C 6.64 -6.21 -6.19
C 6.99 -7.74 -6.53
C 6.45 -8.82 -5.52
O 6.29 -7.96 -7.74
H 6.88 -5.59 -7.05
H 7.14 -5.97 -5.25
H 5.56 -6.13 -6.04
H 8.07 -7.73 -6.63
H 6.86 -8.86 -4.51
H 6.84 -9.76 -5.91
H 5.40 -8.81 -5.21
H 6.37 -7.23 -8.36
C -7.90 9.27 2.67
C -6.88 9.05 3.71
C -5.90 7.89 3.38
O -6.05 10.10 4.01
H -8.28 10.28 2.71
H -8.79 8.64 2.58
H -7.38 9.14 1.72
H -7.34 8.73 4.64
H -6.41 6.99 3.03
H -5.27 7.66 4.24
H -5.18 8.15 2.60
H -6.45 10.96 3.87
C 11.43 -3.20 -0.03
C 12.10 -4.28 0.77
C 13.54 -3.99 0.65
O 11.58 -4.29 2.03
H 11.53 -2.20 0.39
H 10.40 -3.56 -0.08
H 11.64 -3.24 -1.10
H 11.84 -5.18 0.22
H 13.93 -3.03 0.98
H 13.88 -4.17 -0.37
H 14.06 -4.86 1.05
H 12.16 -4.82 2.57
C -10.65 1.42 5.20
C -10.32 2.26 6.47
C -11.52 3.14 6.82
O -10.12 1.32 7.52
H -10.79 2.01 4.29
H -11.54 0.81 5.31
H -9.99 0.56 5.11
H -9.39 2.74 6.19
H -11.32 3.71 7.73
H -12.44 2.62 7.10
H -11.87 3.65 5.93
H -10.95 0.87 7.68
```

As for the total charge: +1. As for the LUMO energy: -7.7 eV. As for the total energy: -2783.9456 a.u. Its gap between HOMO and LUMO is 1.973 eV.

Löwdin atomic charge list, values in e, 8 entries: number 1, Be, carries 0.152; number 2, C, carries 0.013; number 3, C, carries -0.393; number 4, C, carries -0.128; number 5, C, carries -0.163; number 6, C, carries -0.121; number 7, C, carries -0.409; number 8, N, carries 0.112

***

- Which of these has the highest gap between HOMO and LUMO?
  C29H34FN3O3

***

- What is the gap between HOMO and LUMO in the second record?
  1.973 eV